One molecule with the formula C18H22N4O4 at a distorted geometry, computed with ωB97M-V/def2-TZVPD.

```
48
Properties=species:S:1:pos:R:3:forces:R:3
O -4.6038 0.9680 -1.3918 -0.16 0.17 -0.16
O -1.2487 -1.2467 -1.5279 -0.22 -0.08 0.01
O 2.2946 -0.9748 -0.1771 -0.25 0.14 0.30
O 3.5128 -2.1660 -1.6408 -0.01 -0.02 0.02
N 0.6346 -0.0604 -1.9547 0.16 0.13 -0.18
N -0.3987 2.1969 -0.9216 0.32 0.07 -0.11
N -3.9355 -0.3481 0.3192 -0.03 -0.04 -0.06
N -2.4350 2.7047 -0.2749 -0.09 -0.17 0.03
C 4.4124 -0.1354 0.6341 -0.10 -0.09 -0.07
C -1.1739 3.1485 -0.4971 0.07 0.16 0.03
C 5.7416 -0.5313 0.6323 -0.12 0.02 0.05
C -0.6293 -0.1977 -1.4944 0.29 0.00 -0.25
C -3.7522 0.6284 -0.5861 -0.03 -0.03 0.11
C 6.4268 1.7352 0.2429 0.09 0.02 -0.01
C -2.4574 1.3703 -0.5676 0.51 -0.25 -0.42
C 5.1003 2.1335 0.2353 -0.06 0.08 -0.01
C -5.1965 -1.0675 0.2816 -0.34 0.08 -0.10
C -2.3821 -2.0411 1.2544 -0.09 0.15 -0.06
C 1.4287 -1.1838 -2.3575 -0.06 -0.13 0.01
C 3.3030 -1.1375 0.8230 0.33 -0.20 0.20
C -6.2500 -0.4239 1.1797 0.19 -0.09 -0.15
C 4.0966 1.2030 0.4327 0.01 -0.06 0.04
C 2.5439 -1.5085 -1.3722 -0.06 -0.09 -0.41
C 6.7451 0.4030 0.4425 0.10 0.01 0.03
C -3.0150 -0.6587 1.3916 0.33 -0.22 0.20
C -1.1764 1.0716 -0.9902 -0.84 0.34 0.49
H -1.9511 -2.1444 0.2628 0.03 -0.05 0.04
H -5.0173 -2.1004 0.5811 0.03 0.02 -0.06
H 7.7779 0.0878 0.4422 0.09 -0.02 -0.01
H 1.0731 0.8379 -1.8101 -0.07 -0.04 0.00
H 0.7543 -2.0475 -2.4107 0.20 0.09 -0.04
H -2.2270 0.0971 1.3932 -0.14 -0.06 0.10
H -5.9232 -0.4041 2.2175 -0.01 0.00 0.11
H 3.6962 -2.1579 0.7800 -0.07 0.15 0.07
H -0.8674 4.1617 -0.3306 -0.03 0.24 0.06
H 4.8469 3.1712 0.0754 -0.02 0.09 -0.01
H 2.7854 -0.9762 1.7728 0.04 -0.06 -0.16
H -3.1131 -2.8307 1.4062 -0.06 -0.11 0.07
H -3.2380 3.2466 0.0028 0.07 -0.01 -0.04
H 1.8764 -1.0294 -3.3443 -0.02 -0.08 0.17
H 3.0597 1.5079 0.4244 -0.11 0.05 -0.01
H 7.2107 2.4619 0.0889 0.06 0.05 -0.02
H -3.5577 -0.5895 2.3425 0.09 0.10 -0.05
H -6.4431 0.5943 0.8517 -0.04 0.09 -0.02
H -7.1766 -0.9880 1.1210 -0.13 -0.04 0.04
H -1.5974 -2.1552 1.9975 0.07 -0.07 0.12
H -5.5452 -1.0522 -0.7530 0.06 -0.12 0.14
H 5.9905 -1.5725 0.7733 0.01 -0.13 -0.02
```
Forces are in eV/Å.

Output
E: -33175.0544 eV
orbital gap: 9.8 eV
HOMO energy: -9.2 eV
ΔE to the lowest compared entry with this formula, charge and spin: 189.11 kJ/mol
SMILES: CCN(CC)C(=O)c1[nH]cnc1C(=O)NCC(=O)OCc1ccccc1
spin multiplicity: 1
max |F|: 1.03 eV/A



A 6-piece molecular cluster, C33H38BNO2P overall at a distorted geometry, computed with ωB97M-V/def2-TZVPD.

```
76
Properties=species:S:1:pos:R:3:forces:R:3
P 4.7150 1.2717 -1.4821 0.83 -0.88 -7.25
O 4.6370 0.6461 -2.9128 0.40 1.98 4.76
O 4.3199 -0.3925 1.7989 0.70 1.18 -3.93
N 3.4560 0.3984 -0.4991 -2.42 0.16 -1.22
C 2.4922 -0.2276 -1.4840 -2.44 -5.55 -4.72
C 1.2066 -6.8348 0.9341 0.10 0.08 0.03
C -2.8822 -1.9578 1.1879 0.02 0.02 -0.09
C 1.9579 -1.0750 -2.3556 3.68 4.16 5.50
C -4.5325 3.2212 -1.9655 0.00 -0.10 0.03
C -7.7908 6.4896 -2.8174 -0.17 0.01 0.00
C 8.8488 -0.3844 5.4126 -0.05 -0.02 -0.09
C -6.1941 1.5079 -1.6185 0.12 0.01 0.02
C -10.1263 6.4024 -2.2216 0.06 0.03 -0.04
C -3.5188 -2.2415 -0.0178 0.18 -0.01 0.00
C 7.4917 -0.5588 5.1564 0.06 0.03 -0.06
C 7.0368 -0.6416 3.8428 0.08 0.09 0.00
C 7.9390 -0.5439 2.7865 0.01 0.06 0.21
C -0.8829 -1.3424 -0.0126 -0.21 -0.06 -0.03
C 2.3946 -7.5226 1.1673 0.00 0.10 0.03
C -3.8760 1.0561 -1.1300 -0.03 0.13 0.01
C -9.3663 7.9643 -3.8944 0.01 -0.09 0.08
C -8.8233 5.9390 -2.0613 0.02 0.09 -0.10
C -3.5400 2.3473 -1.5286 -0.20 -0.03 -0.01
C 1.1272 -5.4711 1.2051 0.05 -0.03 -0.03
C 3.5003 -6.8500 1.6806 -0.06 0.05 -0.03
C -8.0639 7.4986 -3.7371 -0.05 -0.03 0.05
C -1.5216 -1.6209 -1.2189 0.05 -0.12 0.18
C 2.2341 -4.7978 1.7150 0.04 -0.11 -0.08
C 9.2968 -0.3732 3.0429 -0.01 0.03 0.02
C -5.2024 0.6356 -1.1763 0.01 0.16 -0.07
C -2.8397 -2.0687 -1.2207 0.08 -0.19 0.02
C 3.4194 -5.4875 1.9569 -0.08 -0.03 -0.10
C 4.8500 -1.9823 -0.3259 -0.61 0.92 -0.11
C -10.3976 7.4177 -3.1347 0.13 -0.04 0.00
C -1.5654 -1.5063 1.1900 -0.01 0.00 -0.05
C 9.7522 -0.2958 4.3564 -0.14 -0.01 -0.06
C -5.8593 2.8018 -2.0082 0.06 -0.04 0.02
B 4.1915 -0.6349 0.3540 1.47 -2.98 3.18
H -9.5783 8.7533 -4.6092 0.02 -0.08 0.08
H 1.5633 -1.9689 -2.9893 0.61 2.36 1.35
H -10.9313 5.9721 -1.6334 0.09 0.06 -0.06
H -5.4640 -0.3716 -0.8679 0.03 0.11 -0.03
H -3.1037 0.3773 -0.7840 -0.13 0.17 -0.02
H -8.6116 5.1488 -1.3475 -0.02 0.08 -0.05
H 4.6258 -2.8598 0.3926 0.68 1.35 -1.14
H -3.4129 -2.0887 2.1256 0.06 0.02 -0.11
H 4.4333 -2.2108 -1.3730 0.71 0.32 1.66
H -2.5051 2.6732 -1.4976 -0.08 -0.02 0.01
H 10.0003 -0.3004 2.2194 -0.06 -0.02 0.10
H 9.2033 -0.3182 6.4366 -0.04 -0.02 -0.13
H -1.0700 -1.2827 2.1301 -0.07 -0.03 -0.09
H -3.3380 -2.2842 -2.1610 0.05 0.05 0.11
H 0.3429 -7.3609 0.5403 0.09 0.06 0.04
H 4.9518 0.3745 1.9428 -1.08 -1.06 0.30
H 6.0460 1.1003 -0.9398 -1.16 0.12 0.55
H 6.7881 -0.6301 5.9797 0.08 0.00 -0.09
H 4.3185 2.6680 -1.4996 0.19 -0.98 0.77
H 4.2806 -4.9633 2.3597 -0.06 -0.06 0.01
H 10.8106 -0.1654 4.5568 -0.12 -0.01 -0.03
H -6.6334 3.4842 -2.3463 0.08 -0.08 0.01
H 0.1460 -0.9968 -0.0104 -0.09 -0.03 0.00
H -6.7740 6.1314 -2.6901 -0.08 0.04 -0.01
H -4.2714 4.2292 -2.2727 -0.04 -0.10 0.03
H 2.1725 -3.7336 1.9249 -0.03 -0.08 0.04
H 2.4585 -8.5842 0.9496 -0.01 0.12 0.04
H 5.9792 -0.7816 3.6427 0.10 -0.08 0.09
H -11.4126 7.7824 -3.2554 0.10 -0.04 0.01
H -7.2277 1.1791 -1.6582 0.10 0.04 0.01
H -0.9916 -1.4886 -2.1573 -0.10 0.02 0.04
H 7.5834 -0.6019 1.7613 0.06 -0.07 0.02
H -4.5445 -2.5959 -0.0195 0.11 0.03 0.00
H -7.2604 7.9231 -4.3313 -0.09 -0.04 0.07
H 0.2024 -4.9337 1.0188 0.07 -0.05 0.03
H 4.4251 -7.3873 1.8655 -0.11 0.06 -0.01
H 5.9890 -1.7681 -0.4349 -1.77 -0.65 0.40
H 2.9266 1.0931 0.0679 0.23 -0.50 -0.10
```
Forces are in eV/Å.

Output
charge: +1
E: -50376.8399 eV
orbital gap: 5.8 eV
HOMO energy: -10.4 eV
spin multiplicity: 1
max |F|: 7.81 eV/A



A 2-piece molecular cluster, C3H8N4 overall at a distorted geometry, computed with ωB97M-V/def2-TZVPD.

```
15
Properties=species:S:1:pos:R:3:forces:R:3
N -1.6757 -0.5240 1.2055 -1.61 1.82 0.08
N 2.2882 0.2592 -1.7728 -0.16 0.48 -0.62
N 1.5553 0.2078 0.4421 0.64 0.45 -0.29
N 1.8740 0.3752 -0.7370 0.65 -1.15 0.50
C -0.8722 -1.0193 0.3945 0.48 0.32 -2.47
C -1.0964 -1.0264 -1.1662 1.69 0.13 1.29
C 0.9837 1.4124 1.0488 1.16 0.52 0.89
H -2.3729 0.0420 0.6501 0.19 -0.96 0.86
H 1.7152 2.3191 0.8412 -1.94 -1.52 0.46
H -1.4845 -2.0331 -1.2411 -1.20 0.06 -0.72
H 0.9453 1.1814 2.1603 -0.09 0.59 -1.45
H 0.0435 -1.3802 0.7923 0.52 -1.18 0.14
H -0.0332 1.4325 0.6324 0.24 1.09 0.48
H -1.6931 -0.1198 -1.4352 0.08 -1.28 -0.11
H -0.1772 -1.1269 -1.8147 -0.66 0.63 0.96
```
Forces are in eV/Å.

Output
E: -9197.5632 eV
orbital gap: 10.4 eV
HOMO energy: -9.6 eV
ΔE to the lowest compared entry with this formula, charge and spin: 392.71 kJ/mol
spin multiplicity: 1
max |F|: 2.54 eV/A



C36H38AsF12NO4Re as an isolated structure at a distorted geometry, computed with ωB97M-V/def2-TZVPD.

```
93
Properties=species:S:1:pos:R:3:forces:R:3
Re -1.3006 -0.7399 0.1827 5.47 -1.33 0.89
As -1.5479 -2.9087 1.4270 -0.18 -1.26 0.75
F -1.0833 -2.3253 -3.9510 0.21 0.08 0.06
F -4.3994 -0.4326 -2.8584 -0.05 -0.03 -0.01
F -3.7528 3.0183 2.5275 0.10 0.01 0.18
F -3.5350 0.1929 -0.9868 -0.13 -0.04 0.23
F -3.5060 2.5192 0.4493 0.04 0.06 -0.23
F -4.2916 1.0454 1.8008 -0.06 -0.05 0.08
F -3.0005 -2.6659 -3.0535 -0.23 0.00 0.06
F -0.6241 0.6266 3.6683 0.17 0.22 -0.06
F -2.7359 0.4036 3.8720 -0.37 0.03 -0.03
F -3.3075 1.4158 -2.7524 0.09 0.09 -0.10
F -1.8130 2.3028 4.2950 -0.20 0.34 -0.09
F -2.8252 -1.3625 -4.7661 -0.10 0.41 -0.04
O -1.8426 0.2912 1.4382 -1.63 0.71 1.24
O 0.7850 -1.3483 -0.4628 -2.09 0.08 -0.16
O 0.5217 -0.3217 1.3830 -1.92 0.03 -0.53
O -1.5881 -1.2301 -1.4698 -0.30 -1.06 -1.53
N -0.8412 1.3856 -0.8254 0.06 -0.72 0.41
C 0.9933 1.7681 -2.3826 0.21 0.16 -0.12
C -0.8883 0.3720 -3.0312 -0.09 -0.33 -0.35
C 3.2536 0.3956 1.6291 0.45 0.06 -0.31
C -0.2639 1.2024 -2.0316 0.26 0.07 -0.41
C -1.9989 -0.5925 -2.6203 -0.60 0.85 -1.48
C -1.7899 1.2589 3.4985 0.59 -0.64 0.37
C 0.0534 4.7652 1.5036 -0.02 -0.23 -0.48
C 2.4213 0.7987 2.7966 -0.15 0.06 0.38
C 4.9350 -0.2917 -0.4911 -0.23 0.01 0.16
C -0.8419 -4.4718 0.4280 -0.12 0.05 -0.08
C 6.8616 0.9061 0.5790 0.44 -0.07 0.09
C 1.0669 1.3477 -6.1064 0.15 0.03 -0.40
C 0.2958 4.7442 0.1227 0.03 -0.09 -0.24
C -4.3841 -2.6713 0.7072 0.24 0.00 0.05
C -3.4315 2.0480 1.6965 -0.20 -0.14 -0.18
C -0.0721 3.6688 -0.6336 0.10 0.29 -0.17
C 2.7546 -0.3700 0.5410 -0.02 -0.13 0.07
C 5.4435 0.4853 0.5526 -0.76 -0.21 0.06
C -1.9675 1.5379 1.9664 -0.36 2.10 0.88
C -1.0282 2.5697 1.3169 -0.06 -0.05 0.76
C 1.4622 1.7288 -3.6676 0.00 0.13 0.11
C -3.4611 -3.2277 1.7863 0.05 -0.13 -0.02
C 4.5796 0.8086 1.6027 -0.19 -0.21 -0.18
C -0.6880 3.6866 2.0446 -0.17 -0.58 -0.10
C -2.2456 -1.7491 -3.6486 0.28 -0.57 0.13
C -0.6316 2.4779 -0.0719 0.01 0.14 0.03
C 3.1862 -1.6116 -1.6402 -0.08 -0.20 -0.42
C 0.6843 1.1861 -4.7022 0.08 0.16 0.52
C 0.4599 5.9032 2.3333 0.08 0.33 0.20
C -0.9637 -4.3438 -1.0802 -0.04 0.13 0.01
C -3.3549 0.1626 -2.3359 -0.18 -0.03 0.09
C -0.4639 0.4474 -4.3346 -0.32 0.00 0.52
C 1.3423 -0.7202 0.4938 1.25 0.24 0.06
C 3.6224 -0.7434 -0.5177 0.27 0.42 0.36
C -0.8454 -4.4489 3.7769 -0.15 0.01 -0.24
C -0.6401 -3.0481 3.1894 -0.04 0.12 -0.13
H -1.9023 -4.6926 3.8933 0.03 -0.01 0.02
H 1.0403 0.4066 -6.6571 0.05 -0.11 0.03
H -3.6890 -2.7735 2.7573 0.16 -0.10 -0.10
H -0.9989 -0.0542 -5.1251 -0.06 -0.15 -0.01
H -1.4390 -5.3228 0.7829 0.13 0.27 0.11
H 7.4552 0.1199 1.0556 0.00 0.01 -0.01
H 3.0300 -2.6321 -1.2872 -0.07 -0.05 -0.06
H -0.3452 -3.5275 -1.4555 -0.03 -0.07 -0.06
H -0.9883 3.7941 3.0748 -0.03 -0.15 0.04
H 1.6039 2.1894 -1.5955 0.09 -0.06 0.03
H -0.3731 -5.2233 3.1695 -0.03 0.07 0.05
H 1.6951 1.5603 2.5052 -0.04 0.04 0.07
H -2.0012 -4.1749 -1.3632 -0.01 -0.01 -0.15
H 3.9418 -1.6403 -2.4185 0.10 -0.03 -0.04
H 1.8525 -0.0390 3.1933 0.06 0.05 0.12
H 1.4264 6.3045 2.0252 0.01 -0.06 0.00
H -1.0596 -2.2814 3.8484 0.05 -0.01 -0.20
H 0.4257 -2.8476 3.0491 -0.16 0.13 -0.13
H -3.5971 -4.3122 1.8773 0.18 0.19 0.07
H 7.2656 1.0373 -0.4226 0.01 0.10 0.00
H 0.7367 5.6046 -0.3581 0.03 0.11 -0.03
H 3.0429 1.2009 3.5933 0.05 0.03 -0.04
H 2.2451 -1.2711 -2.0685 0.11 -0.07 -0.15
H 0.3273 1.9814 -6.6077 -0.05 0.09 0.02
H -0.6326 -5.2632 -1.5603 0.00 -0.03 0.03
H 2.4312 2.1439 -3.9003 0.08 0.07 0.00
H -0.3935 -4.4888 4.7672 0.03 0.05 0.00
H -5.4199 -2.8954 0.9587 0.00 0.00 -0.03
H 2.0427 1.8154 -6.2042 0.00 -0.04 -0.10
H -4.1718 -3.1069 -0.2714 -0.05 0.06 -0.02
H 0.4643 5.6725 3.3945 0.02 -0.04 0.06
H 4.9584 1.3889 2.4323 0.02 0.04 0.07
H 5.5914 -0.5686 -1.3004 0.11 -0.06 -0.15
H 0.0106 3.7337 -1.7082 -0.04 0.07 -0.02
H 0.1992 -4.6325 0.7249 -0.18 0.19 0.16
H -4.2902 -1.5859 0.6534 -0.10 0.08 -0.10
H -0.2519 6.7255 2.1889 -0.10 0.02 -0.03
H 7.0046 1.8071 1.1715 0.02 0.06 -0.08
```
Forces are in eV/Å.

Output
charge: +3
E: -143181.3700 eV
orbital gap (alpha / beta): 4.3 / 4.1 eV
HOMO energy (alpha / beta): -16.1 / -16.1 eV
spin multiplicity: 1
max |F|: 5.70 eV/A